Below is a 6-piece molecular cluster, C48H59BClN4O23 overall in a non-equilibrium geometry, with properties calculated with the ωB97M-V functional and the def2-TZVPD basis.

The HOMO energy comes out at -4.128 eV. The LUMO energy is -0.8 eV. The energy comes out at -116985.5503 eV. The charge is -1. For the max |F|, the calculation gives 1.89 eV/A.

Each line ends with the Mulliken charge.
Element x y z (Å)
C 0.457 -2.826 -0.204  -0.72
C -0.501 -2.243 -1.276  -0.62
C -1.769 -1.642 -0.627  0.17
C -2.030 -0.170 -1.003  0.17
C -2.445 0.692 0.217  -1.01
C -3.496 1.784 -0.112  -0.80
C -4.811 1.656 0.696  -1.02
C -6.105 1.594 -0.148  -1.00
C -6.502 0.129 -0.460  -1.22
C -5.580 -0.459 -1.559  0.64
C -6.271 -1.242 -2.667  0.84
C -7.137 -0.239 -3.476  -0.87
C -6.519 0.563 -4.652  0.27
N -5.159 1.001 -4.451  -0.41
N -7.353 1.848 -4.760  -0.90
N -6.719 -0.070 -5.948  -0.41
C -5.114 -1.900 -3.528  -0.70
O -5.372 -2.203 -4.709  -0.72
O -4.005 -2.051 -2.982  -0.46
N -7.207 -2.279 -2.125  0.50
B -6.725 -3.124 -1.015  0.79
C -7.811 -3.760 -0.020  -1.28
O -5.418 -3.366 -0.720  -0.53
C -7.702 -3.150 -3.171  -0.69
Cl -6.845 -4.781 -3.273  -0.24
C -9.205 -3.464 -3.058  -0.26
C -9.660 -4.197 -4.347  -1.30
H -0.135 -3.209 0.630  0.09
H 1.094 -2.007 0.135  0.06
H 1.042 -3.655 -0.613  0.42
H 0.032 -1.515 -1.892  0.31
H -0.770 -3.079 -1.925  0.41
H -1.687 -1.744 0.458  0.18
H -2.610 -2.262 -0.950  -0.30
H -1.095 0.202 -1.436  0.13
H -2.815 -0.110 -1.758  0.04
H -1.534 1.157 0.609  0.32
H -2.820 0.042 1.011  0.39
H -3.040 2.730 0.203  0.56
H -3.645 1.871 -1.188  0.46
H -4.798 0.772 1.341  0.42
H -4.873 2.509 1.380  0.48
H -5.926 2.141 -1.083  0.31
H -6.926 2.127 0.343  0.39
H -7.559 0.157 -0.741  0.49
H -6.402 -0.400 0.492  0.43
H -5.014 0.370 -1.975  -0.23
H -4.830 -1.067 -1.055  0.12
H -8.024 -0.705 -3.914  0.11
H -7.551 0.509 -2.791  0.30
H -4.827 1.415 -5.313  0.33
H -5.112 1.701 -3.722  0.15
H -7.194 2.359 -3.893  0.32
H -8.342 1.602 -4.733  0.30
H -7.491 0.386 -6.410  0.24
H -5.884 -0.037 -6.514  0.24
H -7.742 -4.854 -0.010  0.28
H -8.834 -3.475 -0.261  0.34
H -7.611 -3.403 0.997  0.31
H -5.323 -4.066 -0.069  0.27
H -7.557 -2.702 -4.153  0.60
H -9.723 -2.508 -2.963  0.34
H -9.400 -4.158 -2.243  0.21
H -10.708 -3.987 -4.568  0.37
H -9.052 -3.897 -5.204  0.32
H -9.496 -5.264 -4.200  0.33
C 3.909 0.146 0.845  -1.14
C 5.104 0.745 0.917  0.51
C 5.437 1.954 0.087  1.02
O 6.543 2.454 0.226  -0.71
C 4.440 2.459 -0.831  -1.00
C 3.241 1.860 -0.910  0.30
C 2.896 0.665 -0.060  0.86
O 1.785 0.192 -0.177  -0.42
O 2.285 2.268 -1.729  -0.60
O 6.077 0.322 1.721  -0.59
H 3.657 -0.722 1.438  0.51
H 4.699 3.319 -1.434  0.51
H 1.526 1.666 -1.587  0.33
H 6.827 0.930 1.576  0.35
C 9.214 2.473 -1.608  -0.85
C 9.625 3.623 -2.165  0.14
C 10.876 3.695 -3.003  0.94
O 11.184 4.768 -3.492  -0.60
C 11.657 2.484 -3.183  -1.08
C 11.245 1.338 -2.624  0.30
C 9.983 1.261 -1.808  1.12
O 9.673 0.175 -1.350  -0.65
O 11.911 0.195 -2.746  -0.58
O 8.967 4.766 -2.019  -0.50
H 8.317 2.406 -1.005  0.79
H 12.561 2.550 -3.772  0.42
H 11.392 -0.468 -2.249  0.37
H 9.459 5.450 -2.526  0.33
C 0.066 -4.742 3.614  -1.00
C 0.321 -5.494 4.694  0.46
C -0.670 -5.632 5.819  0.99
O -0.369 -6.348 6.759  -0.67
C -1.922 -4.906 5.730  -1.03
C -2.178 -4.150 4.651  0.15
C -1.197 -4.032 3.514  0.93
O -1.513 -3.341 2.566  -0.41
O -3.298 -3.460 4.504  -0.61
O 1.451 -6.164 4.858  -0.64
H 0.768 -4.635 2.799  0.56
H -2.618 -4.999 6.552  0.44
H -3.226 -3.008 3.638  0.32
H 1.364 -6.616 5.718  0.41
C 7.589 8.239 -2.301  -0.89
C 8.906 8.237 -2.529  0.19
C 9.784 9.397 -2.151  1.09
O 10.976 9.306 -2.377  -0.63
C 9.163 10.560 -1.543  -1.02
C 7.842 10.568 -1.315  0.38
C 6.969 9.395 -1.671  0.96
O 5.783 9.470 -1.417  -0.61
O 7.211 11.598 -0.765  -0.56
O 9.539 7.211 -3.105  -0.59
H 6.951 7.407 -2.568  0.47
H 9.800 11.396 -1.290  0.42
H 6.270 11.340 -0.713  0.37
H 10.484 7.462 -3.151  0.33
C 4.299 -3.383 9.450  -0.98
C 3.327 -2.561 9.868  0.30
C 1.988 -2.499 9.183  0.97
O 1.153 -1.740 9.637  -0.62
C 1.769 -3.343 8.022  -0.84
C 2.742 -4.162 7.601  0.13
C 4.070 -4.242 8.302  0.97
O 4.896 -5.025 7.869  -0.64
O 2.603 -4.958 6.543  -0.38
O 3.468 -1.747 10.909  -0.57
H 5.263 -3.436 9.935  0.42
H 0.809 -3.278 7.528  0.52
H 3.452 -5.437 6.463  0.36
H 2.618 -1.271 10.991  0.37

---

Below is C13H14IN3OsSe as an isolated structure in a non-equilibrium geometry, with properties calculated with the ωB97M-V functional and the def2-TZVPD basis.

Its spin multiplicity is 5. The HOMO energy (spin up / spin down) comes out at -15.038 / -15.405 eV. The LUMO energy (spin up / spin down) is -6.8 / -10.1 eV. The energy comes out at -94070.7882 eV. The charge is +2. For the max |F|, the calculation gives 11.25 eV/A.

Each line ends with the natural charge from an NBO analysis.
Element x y z (Å)
C -0.110 -2.057 -2.726  -0.61
C -1.680 -2.129 -1.955  -0.58
H -0.185 -1.820 -3.787  0.28
H 0.178 -3.103 -2.559  0.29
H 0.734 -1.496 -2.236  0.26
H -2.136 -1.324 -1.327  0.22
H -2.327 -2.179 -2.829  0.28
H -1.650 -3.074 -1.400  0.27
C 1.847 1.752 -1.237  0.07
C 2.590 2.867 -0.796  -0.21
C 2.059 3.671 0.221  -0.12
C 0.823 3.318 0.759  -0.19
H 2.190 1.109 -2.061  0.22
H 3.563 3.063 -1.273  0.26
H 2.615 4.545 0.566  0.26
H 0.371 3.909 1.554  0.24
N 0.676 1.371 -0.700  -0.48
C 0.174 2.156 0.280  0.13
C -1.036 1.612 0.859  0.27
N -1.464 0.430 0.307  -0.53
C -2.442 -0.213 0.977  0.07
C -2.653 1.530 2.656  -0.10
C -3.045 0.284 2.151  -0.22
H -2.726 -1.177 0.529  0.20
H -3.819 -0.333 2.620  0.26
C -1.633 2.198 1.992  -0.21
H -1.278 3.158 2.351  0.25
H -3.135 1.939 3.548  0.26
Os -0.598 -0.633 -1.460  0.90
I -1.267 0.791 -3.484  0.12
Se 2.238 -1.907 2.155  0.58
C 1.288 -1.549 0.763  0.07
N 0.624 -1.499 -0.236  -0.52

---

Below is a single C5H8N2O2 molecule in a non-equilibrium geometry, with properties calculated with the ωB97M-V functional and the def2-TZVPD basis.

The energy relative to the best compared isomer or geometry (same formula, charge and spin) is 72.7 kcal/mol. The HOMO energy comes out at -9.608 eV. The LUMO energy is 0.4 eV. The energy comes out at -12387.7846 eV. As for the SMILES: C[C@H]1CN1C(=O)C(N)=O. The charge is 0. For the max |F|, the calculation gives 5.05 eV/A.

Each line ends with the natural charge from an NBO analysis.
Element x y z (Å)
C -1.554 1.662 0.685  -0.63
C -0.074 1.908 0.570  -0.02
C 0.860 1.533 1.685  -0.23
N 0.840 0.796 0.453  -0.42
C 0.682 -0.523 0.239  0.61
O 0.857 -1.393 1.079  -0.58
C 0.265 -0.932 -1.185  0.56
N -0.871 -1.628 -1.249  -0.83
O 0.386 -0.184 -2.181  -0.62
H -1.762 0.805 1.342  0.22
H -2.040 2.552 1.107  0.23
H -1.992 1.464 -0.301  0.22
H 0.214 2.772 -0.036  0.21
H 1.748 2.139 1.867  0.21
H 0.432 1.034 2.559  0.21
H -0.889 -2.501 -0.736  0.42
H -1.243 -1.167 -2.237  0.45